(1)
A cluster of 4 separate species, C34H66FN3O5P in total at a distorted geometry, computed with ωB97M-V/def2-TZVPD.

CARTESIAN COORDINATES (ANGSTROEM)
C  0.889  -0.770  -0.283
C  1.040  -1.745  -1.417
F  1.406  -2.996  -0.992
C  -0.217  -1.760  -2.289
C  -1.465  -2.107  -1.464
C  -1.684  -3.680  -1.568
O  -1.168  -4.418  -0.700
O  -2.320  -4.028  -2.574
P  -2.941  -1.269  -2.080
C  -4.075  -0.886  -0.655
C  -2.518  0.351  -2.878
H  0.764  0.228  -0.693
H  0.011  -1.013  0.310
H  1.759  -0.762  0.365
H  1.846  -1.346  -2.037
H  -0.105  -2.529  -3.050
H  -0.249  -0.780  -2.758
H  -4.001  0.162  -0.359
H  -3.849  -1.504  0.205
H  -5.091  -1.060  -0.978
H  -2.011  0.109  -3.801
H  -1.876  0.999  -2.283
H  -3.439  0.871  -3.112
C  5.436  3.680  -4.763
C  4.972  2.992  -3.455
C  5.564  1.576  -3.397
C  4.885  0.598  -4.344
C  3.376  0.621  -4.128
C  2.781  2.034  -4.189
N  3.500  3.015  -3.351
O  3.169  2.744  -1.994
C  2.750  2.504  -5.660
C  1.317  1.957  -3.780
C  5.583  3.818  -2.330
H  6.422  4.139  -4.637
H  5.535  2.991  -5.604
H  4.744  4.475  -5.044
H  5.470  1.189  -2.380
H  6.640  1.610  -3.615
H  5.130  0.831  -5.388
H  5.266  -0.412  -4.164
H  2.895  -0.025  -4.872
H  3.154  0.182  -3.152
H  2.428  3.545  -5.718
H  2.040  1.902  -6.236
H  3.707  2.410  -6.172
H  1.180  1.529  -2.789
H  0.764  1.326  -4.484
H  0.856  2.948  -3.789
H  5.184  4.835  -2.338
H  6.670  3.874  -2.462
H  5.391  3.379  -1.353
C  -10.047  -3.660  1.222
C  -8.512  -3.518  1.087
C  -7.817  -4.572  1.950
C  -7.886  -4.272  3.447
C  -7.380  -2.861  3.740
C  -8.067  -1.783  2.901
N  -8.079  -2.137  1.453
O  -6.909  -1.917  0.954
C  -9.502  -1.557  3.415
C  -7.355  -0.452  3.117
C  -8.205  -3.796  -0.382
H  -10.426  -4.403  0.521
H  -10.365  -3.991  2.211
H  -10.551  -2.720  0.993
H  -6.765  -4.644  1.658
H  -8.260  -5.550  1.749
H  -8.908  -4.398  3.821
H  -7.275  -4.996  3.990
H  -7.516  -2.633  4.801
H  -6.302  -2.833  3.556
H  -10.047  -0.880  2.755
H  -9.476  -1.102  4.406
H  -10.081  -2.472  3.519
H  -6.291  -0.512  2.894
H  -7.452  -0.149  4.159
H  -7.790  0.332  2.494
H  -8.676  -3.052  -1.027
H  -8.597  -4.776  -0.653
H  -7.137  -3.804  -0.590
C  3.598  1.915  1.765
C  4.879  1.059  1.875
C  4.670  -0.067  2.888
C  4.665  0.414  4.339
C  5.914  1.239  4.646
C  6.141  2.381  3.655
N  6.053  1.913  2.245
O  7.154  1.310  1.934
C  5.122  3.507  3.915
C  7.504  3.013  3.925
C  5.058  0.457  0.489
H  2.901  1.486  1.048
H  3.048  1.990  2.705
H  3.818  2.922  1.411
H  5.463  -0.814  2.771
H  3.731  -0.577  2.667
H  3.763  0.997  4.547
H  4.627  -0.450  5.008
H  5.847  1.646  5.659
H  6.783  0.573  4.639
H  5.190  4.275  3.144
H  5.329  3.983  4.876
H  4.093  3.163  3.963
H  8.312  2.285  3.885
H  7.512  3.454  4.922
H  7.718  3.804  3.203
H  5.214  1.237  -0.257
H  4.161  -0.092  0.208
H  5.892  -0.244  0.442

Force components x, y, z for each atom (eV/Å):
C -0.19 -0.18 0.53
C -0.03 1.26 -0.85
F 0.15 -0.38 0.29
C 0.01 -0.57 1.24
C -0.59 -0.20 -1.84
C 0.36 -0.36 1.24
O -0.18 0.58 0.06
O -0.17 -0.01 -0.52
P -0.55 -0.65 -0.37
C 0.50 0.67 -0.26
C 0.36 -0.18 1.04
H 0.02 0.19 -0.08
H -0.11 -0.05 0.12
H 0.25 -0.03 0.07
H 0.32 -0.29 -0.20
H 0.12 -0.01 -0.31
H -0.08 0.12 -0.09
H 0.09 0.08 0.16
H 0.06 -0.22 0.09
H -0.26 -0.15 0.03
H 0.10 0.02 -0.28
H 0.08 0.21 0.02
H -0.26 0.08 -0.04
C 0.15 -0.01 -0.21
C 0.34 0.04 -0.68
C 0.27 -0.23 0.09
C -0.08 0.01 0.00
C 0.08 -0.35 0.02
C 0.11 -0.06 -0.72
N -0.44 0.27 0.83
O 0.12 -0.25 0.00
C 0.11 -0.09 -0.25
C -0.34 -0.02 0.30
C 0.03 0.08 0.39
H 0.01 -0.07 0.12
H -0.09 0.01 0.00
H -0.09 -0.05 0.04
H -0.13 0.09 0.02
H -0.01 0.11 0.03
H -0.03 0.05 0.01
H 0.01 0.00 -0.02
H -0.10 0.08 0.01
H 0.03 0.17 0.08
H 0.04 0.03 0.08
H -0.04 -0.04 0.10
H 0.01 0.06 0.05
H 0.21 0.16 0.08
H 0.10 0.00 -0.11
H 0.08 0.05 0.06
H -0.08 -0.03 0.00
H 0.01 -0.02 -0.13
H -0.22 0.01 -0.07
C -0.13 0.08 0.20
C -1.50 -0.67 -0.46
C 0.37 0.03 0.40
C -0.05 0.07 -0.05
C 0.24 -0.47 -0.12
C -1.13 0.73 1.03
N 1.80 -0.94 0.42
O -0.18 0.56 -0.41
C -0.19 -0.21 -0.03
C 0.40 0.11 -0.32
C 0.43 0.26 -0.16
H 0.15 -0.04 -0.05
H 0.02 0.10 0.02
H 0.04 0.02 0.02
H -0.01 0.12 -0.08
H -0.08 0.04 -0.11
H -0.01 0.03 -0.03
H -0.01 0.00 0.00
H -0.05 0.13 -0.02
H -0.02 0.08 -0.13
H 0.02 -0.01 -0.04
H 0.14 0.04 -0.01
H 0.01 0.00 -0.08
H -0.05 -0.03 -0.14
H -0.11 -0.09 0.04
H 0.00 -0.03 -0.04
H 0.01 0.03 0.02
H -0.08 -0.03 0.10
H -0.01 0.13 0.04
C -0.20 0.25 0.30
C -1.63 0.38 -0.69
C 0.30 -0.09 0.49
C 0.02 0.03 -0.05
C -0.12 -0.52 -0.05
C -0.56 1.42 0.73
N 0.88 -1.95 0.75
O 0.18 0.45 -0.44
C -0.26 -0.01 0.01
C 0.41 -0.19 -0.24
C 0.74 -0.13 -0.24
H 0.15 -0.08 -0.11
H 0.09 0.04 0.03
H 0.04 -0.03 -0.08
H 0.07 0.09 -0.07
H -0.02 0.08 -0.15
H 0.01 0.03 -0.04
H -0.02 0.01 0.01
H 0.05 0.14 -0.04
H 0.04 0.05 -0.14
H -0.01 -0.04 -0.05
H 0.14 -0.07 0.01
H 0.03 -0.02 -0.11
H -0.05 -0.02 -0.14
H -0.15 0.00 0.03
H -0.02 -0.03 -0.04
H -0.12 0.02 0.01
H -0.12 0.11 0.08
H 0.08 0.11 0.08

As for the spin multiplicity: 4. The total charge is -2.

These are the Mulliken partial charges, in e, on atoms 1 to 4: -0.9387 0.8030 -0.3917 -0.5214



(2)
A structure of composition C4H10N2 at a distorted geometry, computed with ωB97M-V/def2-TZVPD.

CARTESIAN COORDINATES (ANGSTROEM)
C  -2.411  -0.232  0.538
N  -1.302  -0.771  -0.230
C  -0.201  0.057  -0.416
C  -0.137  1.286  -0.932
H  -1.040  -1.706  0.053
H  -2.153  -0.025  1.587
H  -2.748  0.683  0.053
H  -3.218  -0.964  0.538
H  0.774  1.860  -1.022
C  2.405  0.069  0.113
N  1.166  -0.665  0.188
H  0.913  -0.787  1.166
H  -0.291  0.343  -1.876
H  2.487  0.628  -0.831
H  2.501  0.836  0.893
H  3.254  -0.610  0.177

Force components x, y, z for each atom (eV/Å):
C -0.35 0.15 -0.03
N 0.86 0.15 0.14
C 4.06 -2.10 2.63
C -1.72 -1.18 -2.90
H 0.19 0.12 -0.09
H 0.05 0.07 -0.18
H -0.06 -0.07 0.17
H -0.04 0.08 -0.08
H 0.23 -0.47 0.16
C 0.01 0.91 -0.25
N -3.31 0.51 -0.47
H 0.10 -0.30 -0.11
H 0.00 2.67 0.88
H -0.07 -0.38 0.08
H 0.07 -0.10 0.04
H -0.02 -0.06 0.01

As for the spin multiplicity: 1. Its energy above the lowest of the compared OMol25 structures with the same formula, charge and spin is 106.40 kcal/mol.

These are the natural (NBO) partial charges, in e, on atoms 1 to 4: -0.4043 -0.6376 0.3264 -0.6114



(3)
A structure of composition C71H61N4PS3Ti at a distorted geometry, computed with ωB97M-V/def2-TZVPD.

CARTESIAN COORDINATES (ANGSTROEM)
Ti  -0.271  -0.177  -0.137
C  1.095  1.429  5.591
C  0.596  0.140  5.705
C  -0.247  -0.379  4.725
C  -0.600  0.382  3.616
C  -0.107  1.686  3.524
C  0.734  2.207  4.495
P  -1.641  -0.225  2.193
C  -2.211  -1.800  2.941
C  -1.491  -2.961  2.684
C  -1.815  -4.150  3.329
C  -2.875  -4.191  4.222
C  -3.617  -3.038  4.461
C  -3.280  -1.848  3.831
C  -3.018  0.988  2.328
C  -3.264  1.605  3.539
C  -4.052  2.767  3.615
C  -4.526  3.347  2.475
C  -4.320  2.744  1.210
C  -4.743  3.380  0.024
C  -4.461  2.798  -1.191
C  -3.879  1.536  -1.276
C  -3.589  0.789  -0.123
C  -3.644  1.482  1.142
H  1.757  1.829  6.351
H  0.868  -0.473  6.558
H  -0.624  -1.388  4.834
H  -0.407  2.310  2.689
H  1.111  3.219  4.388
H  -0.693  -2.929  1.954
H  -1.240  -5.047  3.124
H  -3.132  -5.118  4.724
H  -4.461  -3.067  5.142
H  -3.858  -0.953  4.027
H  -2.795  1.225  4.436
H  -4.215  3.243  4.576
H  -5.059  4.293  2.515
H  -5.230  4.348  0.087
H  -4.736  3.312  -2.106
H  -3.753  1.068  -2.243
C  3.711  2.106  -5.026
C  2.492  2.637  -4.259
C  1.995  3.927  -4.927
C  2.952  2.966  -2.831
C  1.361  1.601  -4.266
C  1.012  0.927  -5.439
C  -0.022  -0.007  -5.438
C  -0.697  -0.279  -4.262
S  -2.035  -1.389  -4.011
C  -2.151  -0.870  -2.296
N  -1.113  0.010  -1.961
C  -0.363  0.378  -3.070
C  0.647  1.339  -3.102
C  -3.141  -1.307  -1.488
C  -3.981  -2.438  -1.874
C  -4.763  -3.069  -0.974
C  -4.874  -2.589  0.383
C  -4.293  -1.397  0.708
C  -3.470  -0.656  -0.191
H  4.532  2.830  -4.964
H  3.493  1.937  -6.083
H  4.053  1.162  -4.590
H  2.800  4.672  -4.969
H  1.162  4.351  -4.359
H  1.648  3.731  -5.945
H  3.853  3.588  -2.873
H  3.193  2.057  -2.271
H  2.193  3.520  -2.271
H  1.528  1.134  -6.370
H  -0.294  -0.525  -6.352
H  0.863  1.881  -2.195
H  -3.938  -2.798  -2.898
H  -5.340  -3.937  -1.281
H  -5.511  -3.096  1.098
H  -4.580  -0.930  1.641
S  6.443  -1.739  -0.614
C  6.948  -2.784  -1.884
C  5.992  -2.866  -2.846
C  4.847  -2.068  -2.568
C  4.923  -1.389  -1.380
C  3.951  -0.504  -0.746
C  2.635  -0.632  -1.064
N  1.656  0.152  -0.548
C  2.062  1.230  0.270
C  3.423  1.358  0.729
C  3.724  2.479  1.603
C  2.831  3.452  1.818
C  1.509  3.402  1.219
C  0.647  4.439  1.161
C  -0.586  4.316  0.416
C  -0.950  3.059  -0.026
N  -0.188  1.958  0.108
C  1.133  2.172  0.567
C  -1.365  5.518  0.120
C  -1.287  6.752  0.720
C  -2.125  7.738  0.123
C  -2.825  7.261  -0.940
S  -2.458  5.607  -1.222
C  4.337  0.489  0.249
H  7.914  -3.265  -1.836
H  6.101  -3.467  -3.742
H  3.988  -1.991  -3.226
H  2.309  -1.403  -1.751
H  4.719  2.548  2.033
H  3.100  4.320  2.412
H  0.927  5.391  1.603
H  -1.922  2.910  -0.494
H  -0.668  6.938  1.589
H  -2.202  8.761  0.475
H  -3.541  7.774  -1.567
H  5.375  0.572  0.560
C  -1.776  -5.054  -0.727
C  -0.907  -4.135  -1.594
C  -0.941  -4.616  -3.046
C  0.493  -4.050  -1.016
C  1.427  -5.001  -1.397
C  2.711  -5.015  -0.866
C  2.981  -4.140  0.164
C  2.050  -3.211  0.645
C  2.483  -2.575  1.975
C  1.627  -1.469  2.580
C  2.571  -3.687  3.041
C  0.832  -3.020  -0.074
N  0.027  -1.893  0.050
H  -2.729  -5.253  -1.225
H  -2.001  -4.590  0.232
H  -1.263  -6.007  -0.545
H  -1.334  -3.138  -1.551
H  -0.671  -5.677  -3.126
H  -0.260  -4.034  -3.671
H  -1.952  -4.502  -3.447
H  1.153  -5.742  -2.140
H  3.463  -5.710  -1.223
H  3.957  -4.173  0.642
H  3.493  -2.180  1.829
H  0.731  -1.899  3.035
H  1.310  -0.737  1.853
H  2.181  -0.944  3.364
H  1.580  -4.130  3.191
H  2.906  -3.266  3.997
H  3.257  -4.486  2.754

Force components x, y, z for each atom (eV/Å):
Ti -0.57 -1.24 -0.18
C -0.04 0.00 -0.04
C -0.05 -0.01 0.00
C -0.08 0.05 0.18
C -0.07 0.24 -0.06
C -0.02 0.02 0.01
C 0.00 -0.02 -0.01
P -0.15 0.30 0.44
C 0.04 -0.03 -0.17
C -0.09 -0.12 -0.09
C 0.00 0.03 -0.01
C -0.03 0.06 0.00
C 0.02 0.02 0.02
C -0.03 -0.06 0.07
C -0.04 0.03 -0.21
C -0.05 -0.07 0.02
C 0.01 0.00 0.08
C -0.02 0.03 -0.01
C 0.11 -0.16 -0.09
C -0.02 0.00 0.06
C 0.02 -0.10 0.05
C 0.12 0.12 0.03
C -0.42 -0.21 -0.07
C 0.00 0.14 -0.05
H -0.01 -0.02 -0.03
H -0.03 0.01 -0.04
H 0.02 0.01 0.00
H 0.04 -0.02 0.03
H -0.03 -0.07 -0.01
H -0.08 -0.06 0.00
H -0.03 0.05 -0.03
H 0.00 0.03 -0.03
H 0.04 0.01 -0.02
H 0.01 -0.02 -0.01
H 0.05 0.07 0.04
H -0.01 -0.05 0.00
H 0.03 -0.04 -0.01
H 0.04 -0.04 0.01
H 0.02 -0.01 0.00
H 0.00 0.00 0.02
C 0.03 -0.04 0.02
C -0.01 0.00 0.04
C 0.03 0.04 0.00
C 0.01 0.02 -0.03
C 0.03 0.02 0.02
C -0.03 -0.01 -0.04
C 0.00 -0.04 0.08
C -0.05 -0.01 -0.11
S 0.14 0.08 -0.02
C 0.33 -0.09 -0.33
N -0.23 0.01 -0.45
C -0.40 0.04 0.04
C 0.00 0.08 0.08
C -0.30 0.08 0.27
C 0.04 0.09 -0.01
C 0.05 0.03 0.19
C 0.01 -0.13 -0.07
C 0.01 0.01 -0.17
C 0.23 0.04 0.13
H -0.05 -0.05 -0.02
H 0.00 -0.01 0.05
H -0.01 0.06 -0.04
H -0.07 -0.05 0.00
H 0.03 -0.02 -0.05
H 0.03 0.01 0.04
H -0.07 -0.01 0.00
H 0.01 0.08 -0.03
H 0.05 -0.07 -0.01
H 0.01 -0.03 0.05
H 0.02 0.03 0.01
H 0.01 -0.05 0.01
H -0.01 0.00 0.01
H 0.01 0.03 0.01
H -0.01 0.01 -0.05
H 0.04 0.00 0.04
S -0.06 0.03 0.04
C 0.01 0.04 0.14
C -0.11 -0.02 -0.10
C -0.05 -0.09 -0.13
C 0.19 0.09 0.11
C 0.36 0.03 0.04
C -0.27 0.03 0.11
N 0.23 0.13 0.66
C 0.04 0.36 -0.13
C -0.09 -0.17 -0.12
C 0.15 -0.20 -0.05
C -0.21 0.19 -0.01
C 0.00 -0.17 0.17
C -0.16 0.37 -0.08
C -0.06 0.14 0.01
C 0.00 0.01 0.05
N 0.35 0.51 0.37
C 0.04 0.23 -0.21
C 0.06 -0.05 -0.08
C -0.08 0.12 0.13
C 0.12 0.01 0.15
C -0.03 -0.10 -0.10
S 0.09 -0.04 -0.04
C 0.40 -0.31 -0.17
H -0.09 0.03 -0.06
H -0.03 0.05 0.08
H 0.11 0.00 0.05
H -0.07 -0.03 0.06
H 0.01 -0.06 -0.05
H -0.06 0.01 -0.01
H -0.04 -0.03 -0.03
H 0.12 -0.02 -0.01
H -0.05 0.01 -0.09
H 0.01 -0.07 0.01
H 0.08 -0.03 0.09
H -0.02 -0.02 -0.06
C 0.00 -0.05 -0.01
C 0.09 -0.05 -0.02
C 0.03 -0.05 0.01
C -0.03 0.24 -0.06
C -0.01 0.02 0.02
C -0.10 0.05 0.04
C 0.01 0.01 0.11
C 0.01 0.01 0.11
C -0.11 0.06 -0.08
C 0.13 -0.25 -0.05
C 0.05 0.03 0.02
C -0.08 -0.06 0.11
N 0.36 -0.62 -0.26
H 0.02 0.02 0.05
H 0.01 0.02 0.09
H -0.04 0.06 -0.04
H -0.08 0.14 -0.03
H -0.03 0.08 0.00
H -0.05 -0.03 0.00
H 0.05 0.01 0.02
H 0.01 0.05 0.02
H -0.03 0.04 0.01
H -0.04 0.01 -0.01
H 0.03 0.05 -0.09
H 0.24 0.10 -0.12
H 0.09 0.18 -0.08
H -0.01 -0.07 0.02
H 0.07 0.03 0.00
H -0.04 -0.04 -0.07
H -0.03 0.03 0.01

As for the spin multiplicity: 1. The total charge is -2. Its energy above the lowest of the compared OMol25 structures with the same formula, charge and spin is 0.00 kcal/mol.

These are the Mulliken partial charges, in e, on atoms 1 to 4: -2.2141 -1.0120 -0.6291 -0.7297



The records above yield electronic energy values of -2316.5393, -267.7558, -5346.7001 a.u., respectively.